The following is a quantum chemistry calculation of a single C16H27NO molecule, from OMol25.

The geometry in XYZ format:
```
45
C16H27NO, DFT ωB97M-V with the def2-TZVPD basis set
C 1.000 -0.367 -3.587
C 0.056 0.803 -3.874
C -1.158 0.728 -2.991
C -2.335 0.154 -3.443
C -3.427 0.059 -2.596
C -3.348 0.520 -1.299
C -2.165 1.091 -0.825
O -2.214 1.528 0.465
C -1.045 1.922 1.155
C -0.369 0.759 1.888
C 0.190 -0.313 0.958
C 0.931 -1.403 1.743
N 2.124 -0.876 2.388
C 3.368 -1.280 1.761
C 3.559 -0.628 0.394
C 2.134 -0.995 3.832
C 2.320 -2.414 4.387
C -1.080 1.196 -1.685
H 1.321 -0.347 -2.548
H 0.494 -1.312 -3.769
H 1.880 -0.314 -4.223
H 0.586 1.742 -3.700
H -0.246 0.773 -4.923
H -2.400 -0.216 -4.456
H -4.347 -0.382 -2.950
H -4.189 0.452 -0.627
H -0.335 2.424 0.491
H -1.394 2.653 1.892
H 0.448 1.165 2.487
H -1.101 0.307 2.561
H 0.881 0.147 0.253
H -0.621 -0.777 0.392
H 1.191 -2.222 1.059
H 0.246 -1.810 2.493
H 4.183 -0.960 2.415
H 3.438 -2.376 1.643
H 4.557 -0.843 0.022
H 3.440 0.449 0.477
H 2.838 -1.009 -0.325
H 2.941 -0.358 4.208
H 1.190 -0.586 4.201
H 3.293 -2.812 4.110
H 1.552 -3.081 4.002
H 2.251 -2.396 5.471
H -0.153 1.643 -1.362
```

Its HOMO energy is -0.301 Eh. As for the LUMO energy: 0.9 eV. Its SMILES is CCc1cccc(OCCCCN(CC)CC)c1. The HOMO-LUMO gap comes out at 9.11 eV. For the calculated total energy, the calculation gives -20567.460 eV. As for the largest force on an atom: 0.012 Eh/bohr. Its relative energy (zero: lowest compared OMol25 entry of this formula, charge and spin) is 22.9 kcal per mole.

Atom charges from the Löwdin analysis, given in e for atoms 1 to 2: -0.089, -0.209



The following is a quantum chemistry calculation of a single C16H27NO4 molecule in a non-equilibrium geometry, from OMol25.

The geometry in XYZ format:
```
48
C16H27NO4, DFT ωB97M-V with the def2-TZVPD basis set
C -6.403 2.013 1.334
C -5.647 0.743 0.870
C -4.191 1.047 0.480
C -3.461 -0.079 -0.341
C -3.154 -1.426 0.417
C -2.152 -1.313 1.544
C -0.695 -1.073 1.172
C 0.229 -1.340 2.391
C 1.689 -0.954 2.145
C 2.328 -1.662 0.968
O 1.967 -2.950 0.717
C 3.154 -1.012 0.024
C 3.655 -1.631 -1.121
O 3.205 -2.694 -1.527
N 4.395 -0.767 -1.900
C 4.563 0.554 -1.289
C 4.049 1.646 -2.176
C 4.796 1.696 -3.509
O 4.460 2.878 -4.218
C 3.695 0.382 -0.016
O 3.588 1.295 0.792
H -5.982 2.281 2.315
H -7.449 1.814 1.534
H -6.333 2.810 0.600
H -6.174 0.307 0.017
H -5.637 0.012 1.672
H -4.171 1.975 -0.087
H -3.626 1.218 1.397
H -4.102 -0.317 -1.180
H -2.535 0.338 -0.734
H -4.098 -1.827 0.788
H -2.782 -2.099 -0.315
H -2.206 -2.266 2.101
H -2.463 -0.504 2.206
H -0.608 -0.030 0.823
H -0.431 -1.759 0.316
H 0.174 -2.405 2.665
H -0.133 -0.749 3.222
H 2.253 -1.177 3.077
H 1.725 0.103 1.956
H 2.340 -3.239 -0.148
H 4.273 -0.856 -2.887
H 5.583 0.756 -1.016
H 2.970 1.454 -2.381
H 4.176 2.581 -1.617
H 4.622 0.819 -4.173
H 5.896 1.728 -3.235
H 4.647 3.679 -3.675
```

Its HOMO energy is -0.343 Eh. As for the LUMO energy: -0.1 eV. Its SMILES is CCCCCCCCC/C(O)=C1/C(=O)N[C@@H](CCO)C1=O. The HOMO-LUMO gap comes out at 9.26 eV. For the calculated total energy, the calculation gives -26710.303 eV. As for the largest force on an atom: 0.070 Eh/bohr. Its relative energy (zero: lowest compared OMol25 entry of this formula, charge and spin) is 30.8 kcal per mole.

Atom charges from the Löwdin analysis, given in e for atoms 1 to 2: -0.111, -0.268



The following is a quantum chemistry calculation of a single C16H27O7P molecule, from OMol25.

The geometry in XYZ format:
```
51
C16H27O7P, DFT ωB97M-V with the def2-TZVPD basis set
C 4.629 2.478 0.213
O 3.452 2.374 -0.557
C 2.664 1.269 -0.506
C 1.566 1.326 -1.370
C 0.654 0.296 -1.446
C -0.545 0.372 -2.343
O -0.638 1.597 -3.011
P -2.103 0.155 -1.357
O -3.242 0.885 -1.936
O -2.242 -1.431 -1.329
C -3.481 -2.002 -0.883
C -3.808 -3.166 -1.809
C -3.335 -2.444 0.566
O -1.849 0.525 0.182
C -2.172 1.841 0.640
C -2.388 1.746 2.144
C -1.056 2.809 0.280
C 0.811 -0.818 -0.634
C 1.877 -0.886 0.242
O 1.990 -2.009 1.043
C 1.748 -1.766 2.416
C 2.834 0.142 0.307
O 3.899 0.041 1.193
C 4.808 -1.009 0.911
H 5.378 1.741 -0.091
H 5.011 3.478 0.010
H 4.429 2.370 1.280
H 1.452 2.202 -1.987
H -0.517 -0.464 -3.063
H -1.570 1.736 -3.232
H -4.260 -1.233 -0.964
H -4.742 -3.630 -1.505
H -3.904 -2.811 -2.831
H -3.011 -3.904 -1.768
H -2.564 -3.207 0.643
H -4.276 -2.850 0.929
H -3.048 -1.596 1.182
H -3.100 2.152 0.142
H -3.189 1.046 2.367
H -1.476 1.400 2.623
H -2.652 2.722 2.541
H -0.120 2.486 0.730
H -1.301 3.807 0.633
H -0.927 2.837 -0.800
H 0.099 -1.626 -0.661
H 0.721 -1.416 2.569
H 1.886 -2.722 2.919
H 2.444 -1.030 2.827
H 5.551 -0.979 1.707
H 4.315 -1.983 0.902
H 5.299 -0.849 -0.056
```

Its HOMO energy is -0.306 Eh. As for the LUMO energy: 0.7 eV. Its SMILES is COc1cc([C@H](O)P(=O)(OC(C)C)OC(C)C)cc(OC)c1OC. The HOMO-LUMO gap comes out at 9.05 eV. For the calculated total energy, the calculation gives -40652.585 eV. As for the largest force on an atom: 0.019 Eh/bohr. Its relative energy (zero: lowest compared OMol25 entry of this formula, charge and spin) is 0.0 kcal per mole.

Atom charges from the Löwdin analysis, given in e for atoms 1 to 2: -0.066, -0.058



The following is a quantum chemistry calculation of a molecular structure, C16H28CaCl2F2N3O3 in a non-equilibrium geometry, from OMol25.

The geometry in XYZ format:
```
55
C16H28CaCl2F2N3O3, DFT ωB97M-V with the def2-TZVPD basis set
Ca 30.406 24.770 -24.158
F 29.125 25.546 -22.565
C 28.585 28.062 -25.357
C 29.590 27.322 -26.201
O 30.315 26.433 -25.711
N 29.655 27.622 -27.495
C 30.601 27.012 -28.404
H 28.673 27.712 -24.328
H 27.565 27.872 -25.694
H 28.752 29.138 -25.372
H 28.921 28.183 -27.894
H 30.465 27.451 -29.386
H 30.480 25.929 -28.439
H 31.621 27.221 -28.081
C 32.367 22.233 -20.789
C 31.504 23.216 -21.502
O 31.795 23.568 -22.665
N 30.388 23.658 -20.916
C 29.970 23.448 -19.529
H 32.985 22.732 -20.035
H 33.038 21.726 -21.476
H 31.804 21.461 -20.266
H 29.862 24.366 -21.448
H 30.005 24.396 -18.989
H 30.677 22.803 -19.017
H 28.979 23.009 -19.496
C 32.333 26.777 -20.990
C 32.112 27.188 -22.417
O 31.910 26.352 -23.302
N 32.096 28.501 -22.648
C 31.905 29.104 -23.943
H 33.282 26.249 -20.909
H 31.531 26.096 -20.705
H 32.290 27.620 -20.304
H 32.311 29.105 -21.874
H 31.012 29.735 -23.941
H 31.752 28.313 -24.671
H 32.764 29.709 -24.230
C 28.382 28.233 -20.774
Cl 29.529 29.593 -20.791
Cl 26.812 28.726 -20.146
H 28.257 27.862 -21.784
H 28.805 27.438 -20.172
F 25.892 22.742 -21.524
C 25.985 23.305 -20.300
C 25.228 22.796 -19.264
C 25.330 23.398 -18.007
C 26.080 24.556 -17.830
C 26.848 25.022 -18.890
C 26.784 24.402 -20.138
H 24.562 21.952 -19.377
H 24.729 23.040 -17.181
H 26.046 25.096 -16.893
H 27.466 25.905 -18.787
H 27.364 24.823 -20.952
```

Its HOMO energy is -0.412 Eh. As for the LUMO energy: -3.0 eV. Its net charge is +1. The HOMO-LUMO gap comes out at 8.21 eV. For the calculated total energy, the calculation gives -76578.437 eV. As for the largest force on an atom: 0.036 Eh/bohr. Its relative energy (zero: lowest compared OMol25 entry of this formula, charge and spin) is 0.0 kcal per mole.

Atom charges from the Löwdin analysis, given in e for atoms 1 to 2: 1.588, -0.612



The following is a quantum chemistry calculation of a molecular structure, C16H28F12InN6O12S4 in a non-equilibrium geometry, from OMol25.

The geometry in XYZ format:
```
79
C16H28F12InN6O12S4, DFT ωB97M-V with the def2-TZVPD basis set
In 0.079 -1.160 0.243
C -4.596 0.288 0.247
F -5.197 -0.843 -0.062
F -5.394 1.304 0.050
F -4.266 0.188 1.537
S -2.980 0.583 -0.760
O -3.319 1.391 -1.897
O -2.025 1.093 0.200
N -2.330 -0.949 -1.198
S -2.972 -1.264 -2.575
O -4.420 -1.389 -2.526
O -2.355 -0.548 -3.649
C -2.420 -3.038 -2.924
F -3.001 -3.884 -2.079
F -2.830 -3.345 -4.158
F -1.111 -3.221 -2.760
C 0.886 -1.348 4.861
F 0.734 -0.190 4.193
F 1.859 -1.253 5.726
F -0.237 -1.562 5.536
S 1.152 -2.822 3.645
O 1.951 -3.814 4.286
O -0.148 -3.392 3.371
N 1.887 -1.997 2.268
S 3.381 -1.584 2.599
O 3.584 -0.321 1.946
O 3.911 -1.653 3.945
C 4.369 -2.875 1.561
F 3.824 -3.131 0.389
F 5.549 -2.319 1.342
F 4.421 -4.010 2.263
C -2.192 1.336 3.572
C -2.139 -0.146 3.370
O -1.590 -0.716 2.427
N -2.801 -0.814 4.330
C -2.906 -2.249 4.527
H -1.921 1.815 2.628
H -1.355 1.708 4.166
H -3.171 1.680 3.895
H -3.214 -0.216 5.026
H -2.784 -2.780 3.583
H -3.935 -2.467 4.816
H -2.254 -2.755 5.237
C 1.603 2.912 -2.236
C 0.457 1.915 -2.355
O 0.209 1.065 -1.493
N -0.374 1.971 -3.397
C -0.221 2.851 -4.574
H 2.529 2.812 -2.806
H 1.821 3.025 -1.176
H 1.322 3.892 -2.633
H -1.037 1.206 -3.470
H 0.785 2.805 -4.990
H -0.503 3.887 -4.398
H -0.891 2.436 -5.324
C 2.459 2.464 2.359
C 1.143 2.492 1.648
O 0.550 1.465 1.314
N 0.688 3.700 1.266
C -0.685 3.941 0.854
H 2.257 1.776 3.184
H 2.724 3.451 2.734
H 3.291 1.997 1.837
H 1.136 4.484 1.717
H -0.820 3.248 0.021
H -0.854 4.922 0.419
H -1.371 3.686 1.659
C 1.782 -2.841 -4.185
C 1.524 -1.484 -3.619
O 0.874 -1.381 -2.560
N 1.954 -0.369 -4.195
C 2.890 -0.168 -5.292
H 2.331 -2.917 -5.126
H 0.828 -3.326 -4.368
H 2.527 -3.257 -3.504
H 1.794 0.439 -3.614
H 2.957 -1.036 -5.948
H 3.925 -0.045 -4.966
H 2.672 0.653 -5.974
```

Its HOMO energy is -0.467 Eh. As for the LUMO energy: -8.7 eV. Its net charge is +1. The HOMO-LUMO gap comes out at 4.05 eV. For the calculated total energy, the calculation gives -131668.284 eV. As for the largest force on an atom: 0.108 Eh/bohr. Its relative energy (zero: lowest compared OMol25 entry of this formula, charge and spin) is 20.5 kcal per mole.

Atom charges from the Löwdin analysis, given in e for atoms 1 to 2: 1.501, -0.640



The following is a quantum chemistry calculation of 2 unconnected molecules or ions with the total composition C16H28F3NO9P2 in a non-equilibrium geometry, from OMol25.

The geometry in XYZ format:
```
59
C16H28F3NO9P2, DFT ωB97M-V with the def2-TZVPD basis set
N 4.535 -0.347 0.575
C 3.849 0.484 -0.384
O 3.555 -0.267 -1.580
P 2.401 -1.336 -1.413
O 1.776 -1.253 -0.088
O 2.912 -2.781 -1.799
C 3.662 -3.429 -0.749
C 2.763 -4.032 0.336
O 2.965 -3.304 1.544
C 1.788 -3.187 2.302
C 2.026 -2.099 3.366
F 1.678 -0.881 2.915
F 1.358 -2.355 4.492
F 3.341 -2.009 3.645
O 1.347 -0.976 -2.541
C 0.084 -1.654 -2.358
C -1.045 -0.673 -1.923
C -1.574 -1.221 -0.601
C -2.450 -2.278 -0.645
C -2.909 -2.829 0.530
C -2.498 -2.342 1.735
C -1.639 -1.268 1.769
C -1.177 -0.699 0.609
H 5.171 0.222 1.118
H 3.887 -0.800 1.212
H 2.972 0.997 0.011
H 4.549 1.263 -0.689
H 4.177 -4.261 -1.233
H 4.450 -2.806 -0.324
H 2.955 -5.096 0.496
H 1.737 -3.868 -0.009
H 0.946 -2.870 1.680
H 1.557 -4.121 2.830
H -0.169 -2.101 -3.323
H 0.165 -2.485 -1.658
H -0.554 0.290 -1.799
H -1.806 -0.661 -2.699
H -2.773 -2.690 -1.594
H -3.594 -3.670 0.497
H -2.834 -2.796 2.659
H -1.296 -0.881 2.722
H -0.478 0.125 0.618
C -0.631 5.149 -0.383
O -1.811 4.745 0.309
P -3.061 4.257 -0.550
O -2.847 2.997 -1.259
O -3.449 5.514 -1.435
C -2.959 5.608 -2.777
O -4.223 4.247 0.506
C -4.310 3.140 1.414
H 0.220 5.001 0.277
H -0.479 4.560 -1.290
H -0.703 6.208 -0.638
H -2.407 4.717 -3.075
H -2.308 6.478 -2.853
H -3.807 5.738 -3.447
H -4.051 3.480 2.415
H -3.651 2.323 1.123
H -5.338 2.783 1.413
```

Its HOMO energy is -0.330 Eh. As for the LUMO energy: 0.6 eV. Its SMILES is NCO[P@](=O)(OCCOCC(F)(F)F)OCCc1ccccc1.COP(=O)(OC)OC. The HOMO-LUMO gap comes out at 9.59 eV. For the calculated total energy, the calculation gives -63698.973 eV. As for the largest force on an atom: 0.035 Eh/bohr. Its relative energy (zero: lowest compared OMol25 entry of this formula, charge and spin) is 0.0 kcal per mole.

Atom charges from the Löwdin analysis, given in e for atoms 1 to 2: 0.051, -0.291



The following is a quantum chemistry calculation of a molecular structure, C16H28FInNO6 in a non-equilibrium geometry, from OMol25.

The geometry in XYZ format:
```
53
C16H28FInNO6, DFT ωB97M-V with the def2-TZVPD basis set
C 3.288 -3.352 -0.565
C 3.548 -1.800 -0.882
C 3.034 -1.349 -2.350
F 4.091 -0.838 -3.205
In 1.369 0.187 -1.966
C -0.451 -1.092 -1.368
C -1.028 -0.767 0.024
C -2.247 -1.661 0.481
C -2.623 -2.722 -0.606
C -1.948 -2.876 -1.976
N -0.851 -2.044 -2.344
H 3.767 -3.975 -1.409
H 3.779 -3.576 0.450
H 2.172 -3.629 -0.581
H 4.659 -1.544 -0.797
H 2.990 -1.203 -0.063
H 2.491 -2.260 -2.812
H 1.064 0.955 -3.590
H 1.819 1.373 -0.701
H -0.629 0.050 0.721
H -2.758 -1.568 1.490
H -3.480 -3.447 -0.360
H -2.278 -3.681 -2.723
C 4.293 -0.806 5.888
C 4.200 -0.126 4.535
O 3.325 -0.842 3.657
C 2.011 -0.662 3.881
O 1.524 0.043 4.734
O 1.335 -1.424 3.007
C -0.079 -1.402 3.200
H 4.573 -1.856 5.772
H 5.033 -0.309 6.520
H 3.332 -0.788 6.407
H 5.185 -0.125 4.061
H 3.886 0.918 4.628
H -0.463 -0.379 3.212
H -0.337 -1.921 4.125
H -0.539 -1.931 2.366
C -4.051 5.558 -1.643
C -4.467 5.179 -3.052
O -3.599 4.179 -3.594
C -3.816 2.925 -3.150
O -4.668 2.589 -2.362
O -2.905 2.122 -3.718
C -2.962 0.770 -3.256
H -2.998 5.850 -1.620
H -4.658 6.387 -1.271
H -4.163 4.716 -0.957
H -4.382 6.053 -3.703
H -5.510 4.849 -3.091
H -3.968 0.358 -3.355
H -2.624 0.718 -2.219
H -2.285 0.176 -3.870
```

Its HOMO energy is -0.156 Eh. As for the LUMO energy: 2.7 eV. Its net charge is -1. The HOMO-LUMO gap comes out at 6.92 eV. For the calculated total energy, the calculation gives -38708.098 eV. As for the largest force on an atom: 0.109 Eh/bohr. Its relative energy (zero: lowest compared OMol25 entry of this formula, charge and spin) is 86.3 kcal per mole.

Atom charges from the Löwdin analysis, given in e for atoms 1 to 2: -0.154, -0.298



The following is a quantum chemistry calculation of a molecular structure, C16H28HfN7O2S in a non-equilibrium geometry, from OMol25.

The geometry in XYZ format:
```
55
C16H28HfN7O2S, DFT ωB97M-V with the def2-TZVPD basis set
Hf 0.032 -0.055 -0.220
C -1.774 -1.209 2.208
C -1.070 0.025 1.665
N 0.005 0.523 2.616
N 0.422 -0.494 3.503
C 1.045 -1.602 3.060
N 1.234 -2.594 3.944
S 1.528 -1.736 1.394
C -1.984 1.135 1.290
C -2.755 2.004 2.022
C -3.409 3.071 1.386
C -3.259 3.219 0.021
C -2.507 2.299 -0.710
N -1.838 1.308 -0.006
H -1.223 -2.093 1.903
H -2.603 -1.394 1.568
H -2.261 -1.107 3.233
H -0.134 -0.491 4.350
H 0.804 -2.655 4.852
H 1.618 -3.462 3.586
H -2.798 1.896 3.123
H -3.902 3.811 2.001
H -3.654 4.009 -0.546
H -2.362 2.352 -1.766
C 1.218 -2.647 -1.939
C 2.395 -1.678 -1.707
N 1.898 -0.241 -1.685
C 1.910 0.365 -3.039
C 0.551 1.066 -3.290
N -0.523 0.328 -2.513
C -1.008 -0.906 -3.201
C -1.268 -1.999 -2.222
N -0.115 -2.183 -1.332
H 1.498 -3.708 -1.780
H 1.030 -2.564 -2.991
H 3.095 -1.821 -2.614
H 3.050 -1.936 -0.812
H 2.651 0.322 -1.262
H 2.038 -0.437 -3.760
H 2.796 0.986 -3.126
H 0.376 1.134 -4.407
H 0.543 2.115 -2.938
H -1.269 0.929 -2.507
H -0.333 -1.150 -3.993
H -1.995 -0.657 -3.600
H -1.591 -2.927 -2.698
H -2.062 -1.791 -1.510
H -0.456 -2.902 -0.680
C 2.944 2.597 2.456
O 1.738 1.870 2.814
C 1.012 1.313 2.010
O 1.071 1.421 0.755
H 3.218 2.378 1.419
H 3.715 2.293 3.144
H 2.717 3.670 2.533
```

Its HOMO energy is -0.657 Eh. As for the LUMO energy: -9.3 eV. Its net charge is +3. The HOMO-LUMO gap comes out at 8.59 eV. For the calculated total energy, the calculation gives -43689.886 eV. As for the largest force on an atom: 0.068 Eh/bohr. Its relative energy (zero: lowest compared OMol25 entry of this formula, charge and spin) is 40.5 kcal per mole.

Atom charges from the Löwdin analysis, given in e for atoms 1 to 2: 1.696, -0.056